Entry 1:
Formula: C35H56Br2N6O11PS
Source: the OMol25 dataset
Level of theory: the ωB97M-V functional and the def2-TZVPD basis

Values from the calculation:
M ... 959.71 g/mol
HOMO energy ... -5.2 eV
DFT total energy ... -228880.5858 eV
Kohn-Sham gap ... 6.7 eV
Net charge ... -1

CARTESIAN COORDINATES (ANGSTROEM)
C1 -0.37 -1.39 2.08
C2 -0.79 -1.80 0.66
C3 -1.09 -3.33 0.72
C4 -2.09 -1.11 0.28
C5 -1.92 0.36 -0.12
C6 -0.86 0.51 -1.24
C7 -1.15 -0.34 -2.48
C8 -1.80 0.19 -3.59
C9 -2.08 -0.64 -4.66
C10 -1.70 -1.96 -4.59
C11 -1.03 -2.38 -3.45
N1 -0.75 -1.61 -2.41
C12 -0.53 1.97 -1.50
Br1 0.89 2.04 -2.90
C13 0.09 2.65 -0.28
C14 1.10 2.05 0.47
C15 1.66 2.70 1.55
C16 1.24 3.98 1.92
C17 0.24 4.58 1.18
C18 -0.33 3.93 0.09
O1 -1.59 2.77 -1.99
S1 -3.10 2.56 -1.44
O2 -3.92 2.41 -2.61
O3 -3.42 3.74 -0.68
C19 -3.25 1.12 -0.36
C20 -3.76 1.70 1.04
O4 -4.96 1.52 1.29
O5 -2.91 2.28 1.73
P1 -4.67 0.09 -1.13
O6 -5.89 1.14 -1.16
Br2 -5.38 -1.39 0.44
H1 -0.35 -0.32 2.24
H2 -1.14 -1.78 2.75
H3 0.56 -1.88 2.37
H4 -0.01 -1.68 -0.06
H5 -0.80 -3.74 -0.26
H6 -0.54 -3.83 1.52
H7 -2.16 -3.48 0.78
H8 -2.74 -1.12 1.16
H9 -2.63 -1.65 -0.50
H10 -1.46 0.85 0.74
H11 0.05 0.10 -0.82
H12 -2.11 1.22 -3.67
H13 -2.61 -0.26 -5.52
H14 -1.88 -2.67 -5.38
H15 -0.70 -3.42 -3.41
H16 1.44 1.06 0.19
H17 2.46 2.21 2.09
H18 1.70 4.47 2.77
H19 -0.08 5.58 1.45
H20 -1.09 4.46 -0.45
H21 -6.31 1.17 -0.28
C21 -3.61 7.64 3.52
C22 -3.52 7.91 2.04
O7 -3.25 9.03 1.61
N2 -3.76 6.87 1.21
C23 -4.09 5.49 1.55
H22 -3.40 8.56 4.06
H23 -4.61 7.30 3.79
H24 -2.88 6.88 3.82
H25 -3.68 7.11 0.24
H26 -3.34 4.83 1.15
H27 -5.05 5.23 1.11
H28 -4.14 5.35 2.63
C24 -0.82 -6.90 4.34
C25 0.19 -6.31 3.38
O8 0.21 -5.12 3.13
N3 1.08 -7.16 2.80
C26 1.20 -8.60 2.98
H29 -1.45 -6.10 4.71
H30 -1.44 -7.64 3.84
H31 -0.31 -7.37 5.19
H32 1.72 -6.70 2.17
H33 2.19 -8.84 3.36
H34 1.07 -9.10 2.02
H35 0.46 -8.96 3.68
C27 3.90 -0.27 -1.35
C28 2.77 -1.20 -0.95
O9 2.12 -1.03 0.08
N4 2.48 -2.23 -1.77
C29 3.11 -2.62 -3.02
H36 4.00 0.50 -0.59
H37 4.84 -0.82 -1.41
H38 3.68 0.20 -2.31
H39 1.71 -2.79 -1.43
H40 2.36 -2.60 -3.81
H41 3.49 -3.64 -2.93
H42 3.92 -1.95 -3.28
C30 2.45 -6.70 -6.16
C31 1.96 -5.77 -5.07
O10 1.85 -4.57 -5.25
N5 1.63 -6.33 -3.87
C32 1.70 -7.72 -3.48
H43 2.66 -6.11 -7.04
H44 3.36 -7.21 -5.85
H45 1.69 -7.44 -6.41
H46 1.31 -5.66 -3.19
H47 0.70 -8.07 -3.19
H48 2.37 -7.84 -2.63
H49 2.06 -8.34 -4.29
C33 5.50 5.91 3.52
C34 4.37 5.96 2.52
O11 4.07 5.00 1.83
N6 3.69 7.13 2.40
C35 3.90 8.37 3.12
H50 5.94 4.92 3.50
H51 6.27 6.64 3.27
H52 5.13 6.10 4.53
H53 2.95 7.10 1.71
H54 2.99 8.64 3.67
H55 4.13 9.18 2.42
H56 4.72 8.28 3.83

Mulliken atomic charge list, values in e, 99 entries: C -1.92; C 3.37; C -1.49; C -2.90; C -0.22; C 0.93; C -0.03; C -0.63; C -0.94; C -0.85; C -0.50; N 0.39; C 0.94; Br -0.20; C 0.30; C 0.27; C -0.98; C -0.62; C -1.24; C -0.23; O -0.64; S 1.03; O -0.72; O -0.49; C 1.47; C 0.24; O -0.83; O -0.62; P 0.13; O -0.44; Br -0.29; H 0.33; H 0.48; H 0.39; H -1.74; H 0.23; H 0.28; H 0.30; H 1.07; H 0.66; H 0.75; H -0.55; H 0.33; H 0.48; H 0.42; H 0.35; H 0.47; H 0.49; H 0.50; H 0.52; H 0.54; H 0.33; C -1.17; C 0.77; O -0.71; N -0.08; C -0.41; H 0.31; H 0.32; H 0.32; H 0.19; H -0.03; H 0.22; H 0.31; C -1.34; C 0.77; O -0.63; N -0.16; C -0.86; H 0.29; H 0.38; H 0.37; H 0.23; H 0.29; H 0.27; H 0.32; C -1.63; C 1.08; O -0.62; N 0.05; C -0.96; H 0.32; H 0.50; H 0.34; H 0.03; H 0.29; H 0.27; H 0.42; C -1.49; C 0.95; O -0.58; N -0.05; C -0.96; H 0.31; H 0.37; H 0.38; H 0.10; H 0.31; H 0.29


Entry 2:
Formula: C35H57N2O2OsP2
Source: the OMol25 dataset
Level of theory: the ωB97M-V functional and the def2-TZVPD basis

Values from the calculation:
M ... 790.03 g/mol
HOMO energy (spin up / spin down) ... -16.7 / -16.1 eV
DFT total energy ... -65308.5674 eV
Spin multiplicity ... 5
Kohn-Sham gap (spin up / spin down) ... 7.6 / 2.9 eV
ΔE to the lowest compared entry with this formula, charge and spin ... 2.995 eV
Net charge ... +3

CARTESIAN COORDINATES (ANGSTROEM)
C1 -1.74 1.72 -2.29
C2 -2.04 -0.58 -2.46
C3 -2.46 1.91 -3.46
C4 -2.50 -0.43 -3.77
C5 -2.85 0.82 -4.19
H1 -2.66 2.93 -3.77
H2 -2.72 -1.35 -4.31
H3 -3.36 0.95 -5.13
N1 -1.53 0.50 -1.77
P1 0.32 2.47 -0.48
P2 -1.48 -1.69 -0.05
C6 -1.11 2.93 -1.61
H4 -0.77 3.69 -2.34
H5 -1.86 3.49 -1.00
C7 -2.23 -1.80 -1.74
H6 -1.78 -2.66 -2.24
C8 -0.35 -3.16 0.77
C9 -3.30 -1.95 0.48
C10 1.83 2.67 -1.65
C11 0.37 4.03 0.69
C12 1.05 -2.73 1.24
H7 1.00 -1.91 1.98
H8 1.54 -3.59 1.74
H9 1.68 -2.40 0.42
C13 -0.98 -3.77 2.02
H10 -1.06 -3.02 2.82
H11 -1.95 -4.25 1.87
H12 -0.31 -4.56 2.41
C14 -0.20 -4.16 -0.37
H13 0.39 -5.01 -0.03
H14 -1.16 -4.54 -0.75
H15 0.35 -3.72 -1.20
C15 -3.60 -1.91 1.96
H16 -3.22 -0.99 2.41
H17 -4.70 -1.88 2.03
H18 -3.26 -2.77 2.53
C16 -4.10 -0.84 -0.19
H19 -3.72 0.14 0.10
H20 -4.11 -0.91 -1.28
H21 -5.15 -0.94 0.10
C17 -3.71 -3.29 -0.12
H22 -3.48 -3.40 -1.19
H23 -3.27 -4.19 0.35
H24 -4.80 -3.40 -0.08
C18 1.71 4.02 1.44
H25 1.69 4.79 2.22
H26 1.86 3.06 1.95
H27 2.58 4.23 0.82
C19 -0.75 3.92 1.73
H28 -1.73 3.82 1.27
H29 -0.60 3.10 2.43
H30 -0.76 4.85 2.33
C20 0.12 5.38 -0.01
H31 0.13 6.16 0.76
H32 0.88 5.66 -0.74
H33 -0.86 5.41 -0.50
C21 1.52 2.02 -3.01
H34 2.41 2.12 -3.65
H35 1.29 0.95 -2.92
H36 0.69 2.52 -3.53
C22 3.04 2.00 -0.98
H37 2.89 0.94 -0.83
H38 3.92 2.08 -1.64
H39 3.28 2.43 0.00
C23 2.24 4.12 -1.96
H40 1.44 4.68 -2.46
H41 2.60 4.66 -1.09
H42 3.08 4.07 -2.67
Os1 -0.41 0.32 0.05
C24 -1.36 0.77 1.55
O1 -1.93 1.01 2.58
N2 1.17 -0.43 -0.87
C25 2.03 -0.88 -1.69
C26 2.27 -1.98 -2.62
C27 3.62 -2.36 -2.68
C28 1.37 -2.57 -3.58
C29 4.15 -3.05 -3.76
H43 4.28 -1.99 -1.90
C30 1.92 -3.34 -4.64
H44 0.28 -2.48 -3.57
C31 3.30 -3.55 -4.75
H45 5.21 -3.16 -3.79
H46 1.28 -3.78 -5.41
H47 3.72 -4.11 -5.59
C32 0.32 -1.55 5.88
C33 -0.24 -0.54 4.89
O2 0.60 -0.38 3.74
C34 1.43 0.78 3.74
C35 2.50 0.79 4.83
H48 0.74 -2.44 5.37
H49 -0.48 -1.88 6.55
H50 1.11 -1.09 6.49
H51 -1.20 -0.89 4.49
H52 -0.40 0.43 5.39
H53 1.89 0.79 2.74
H54 0.79 1.67 3.83
H55 3.07 -0.15 4.86
H56 3.20 1.61 4.62
H57 2.06 0.98 5.82

Listed below, in e, are the Mulliken charges computed for each atom: C 0.49; C -0.26; C -0.71; C -1.01; C -0.91; H 0.61; H 0.59; H 0.54; N 0.21; P 0.10; P 0.84; C -2.14; H 0.86; H 0.79; C -1.54; H 1.01; C 2.51; C 1.40; C 2.00; C 2.37; C -1.44; H 0.09; H 0.57; H 0.15; C -1.84; H 0.24; H 0.31; H 0.59; C -1.87; H 0.53; H 0.25; H 0.29; C -1.43; H 0.10; H 0.57; H 0.31; C -1.56; H 0.25; H 0.27; H 0.67; C -1.45; H 0.27; H 0.30; H 0.48; C -1.90; H 0.54; H 0.16; H 0.27; C -1.51; H 0.30; H -0.02; H 0.63; C -1.64; H 0.54; H 0.31; H 0.35; C -1.73; H 0.62; H 0.08; H 0.31; C -1.35; H -0.06; H 0.55; H 0.25; C -1.91; H 0.36; H 0.43; H 0.55; Os 1.03; C 0.62; O -0.58; N 0.59; C -0.04; C 0.33; C -0.45; C 0.39; C -0.87; H 0.50; C -1.00; H 0.40; C -0.32; H 0.45; H 0.44; H 0.43; C -1.28; C -0.16; O 0.04; C 0.34; C -1.54; H 0.28; H 0.44; H 0.37; H 0.19; H 0.49; H 0.04; H 0.21; H 0.36; H 0.43; H 0.35


Entry 3:
Formula: C35H57O3PSi2Tl
Source: the OMol25 dataset
Level of theory: the ωB97M-V functional and the def2-TZVPD basis

Values from the calculation:
M ... 817.37 g/mol
HOMO energy (spin up / spin down) ... -9.6 / -9.9 eV
DFT total energy ... -73088.9996 eV
Kohn-Sham gap (spin up / spin down) ... 6.4 / 5.8 eV
Net charge ... +1

CARTESIAN COORDINATES (ANGSTROEM)
O1 1.94 2.77 0.08
O2 -0.79 5.96 -0.18
C1 2.96 3.53 0.93
C2 4.33 3.13 0.47
H1 2.79 3.26 2.00
H2 2.82 4.62 0.86
H3 4.32 2.04 0.47
H4 5.11 3.43 1.17
H5 4.59 3.45 -0.55
C3 1.49 3.30 -1.24
C4 1.96 4.72 -1.39
H6 0.39 3.14 -1.30
H7 1.98 2.71 -2.05
H8 1.40 5.37 -0.68
H9 1.76 5.08 -2.42
H10 3.07 4.81 -1.25
C5 -1.93 5.50 -0.91
C6 -0.98 6.38 1.19
C7 -1.85 6.04 -2.35
H11 -2.84 5.86 -0.41
H12 -1.89 4.38 -0.87
H13 -1.84 7.16 -2.34
H14 -2.72 5.64 -2.91
H15 -0.94 5.67 -2.85
C8 -0.74 7.90 1.28
H16 -0.22 5.78 1.77
H17 -2.02 6.13 1.49
H18 0.23 8.19 0.85
H19 -0.74 8.16 2.34
H20 -1.55 8.46 0.78
H21 1.14 2.12 0.76
Tl1 0.73 -0.05 0.26
C9 0.16 2.60 1.83
Si1 -1.17 1.85 2.91
H22 0.83 3.32 2.24
H23 -0.42 3.08 0.95
C10 -0.76 2.79 4.51
C11 -1.04 0.02 3.23
C12 -2.95 2.34 2.51
C13 2.18 0.00 -1.67
Si2 1.34 0.09 -3.36
H24 2.64 -0.98 -1.47
H25 2.97 0.72 -1.43
C14 2.39 1.18 -4.51
C15 -0.42 0.75 -3.40
C16 1.32 -1.65 -4.04
H26 -3.01 3.16 1.77
H27 -3.35 2.72 3.47
H28 -3.57 1.51 2.15
H29 0.30 2.57 4.76
H30 -1.46 2.46 5.31
H31 -0.87 3.87 4.30
H32 -0.05 -0.41 2.98
H33 -1.79 -0.59 2.68
H34 -1.20 -0.11 4.32
H35 -0.46 1.75 -3.86
H36 -0.89 0.78 -2.41
H37 -1.02 0.07 -4.04
H38 0.78 -1.71 -5.00
H39 0.81 -2.33 -3.34
H40 2.35 -2.02 -4.20
H41 2.20 0.94 -5.56
H42 3.46 1.02 -4.34
H43 2.19 2.25 -4.40
O3 -2.55 0.82 -0.71
C17 -2.50 -0.27 -0.21
C18 -3.13 -1.25 0.57
C19 -4.37 -0.99 1.18
C20 -4.87 -1.89 2.09
C21 -4.14 -3.02 2.46
C22 -2.87 -3.30 1.89
C23 -2.36 -2.43 0.92
P1 -0.75 -2.60 0.12
C24 -0.04 -4.10 0.88
C25 1.12 -4.02 1.67
C26 1.66 -5.16 2.24
C27 1.07 -6.40 2.07
C28 -0.10 -6.50 1.31
C29 -0.65 -5.36 0.73
C30 -1.16 -3.23 -1.58
C31 -0.36 -4.23 -2.18
C32 -0.64 -4.72 -3.45
C33 -1.68 -4.16 -4.20
C34 -2.45 -3.14 -3.65
C35 -2.19 -2.68 -2.36
H44 -4.90 -0.07 0.94
H45 -5.85 -1.73 2.55
H46 -4.55 -3.74 3.17
H47 -2.32 -4.19 2.19
H48 1.60 -3.05 1.80
H49 2.57 -5.08 2.85
H50 1.49 -7.30 2.53
H51 -0.58 -7.46 1.17
H52 -1.56 -5.45 0.14
H53 0.49 -4.65 -1.63
H54 -0.03 -5.53 -3.87
H55 -1.89 -4.54 -5.20
H56 -3.26 -2.70 -4.23
H57 -2.80 -1.88 -1.95

Listed below, in e, are the Mulliken charges computed for each atom: O -0.03; O -0.22; C -0.46; C -1.24; H 0.48; H 0.39; H 0.27; H 0.44; H 0.27; C 1.22; C -1.34; H -0.02; H -0.61; H 0.17; H 0.41; H 0.33; C 0.06; C 0.02; C -1.21; H 0.50; H -0.11; H 0.28; H 0.42; H 0.20; C -1.31; H 0.02; H 0.39; H 0.28; H 0.41; H 0.30; H -0.38; Tl 1.34; C -0.33; Si 0.17; H 0.35; H -0.09; C -1.26; C -0.44; C -0.61; C -1.32; Si 0.49; H 0.66; H 0.43; C -1.29; C -0.47; C -0.66; H 0.20; H 0.45; H 0.00; H 0.31; H 0.35; H 0.24; H 0.11; H -0.12; H 0.51; H 0.40; H -0.22; H 0.36; H 0.33; H -0.12; H 0.36; H 0.34; H 0.38; H 0.30; O -0.63; C -0.06; C 0.27; C -0.62; C -0.99; C -0.68; C -1.00; C 1.11; P 1.45; C 0.07; C -0.55; C -0.52; C -0.55; C -0.80; C -0.26; C 0.75; C -0.66; C -0.54; C -0.59; C -0.72; C -0.42; H 0.61; H 0.42; H 0.44; H 0.47; H 0.27; H 0.38; H 0.40; H 0.42; H 0.56; H 0.42; H 0.39; H 0.40; H 0.44; H 0.25


Entry 4:
Formula: C35H58BCl4N3O3
Source: the OMol25 dataset
Level of theory: the ωB97M-V functional and the def2-TZVPD basis

Values from the calculation:
M ... 721.49 g/mol
HOMO energy ... -8.2 eV
DFT total energy ... -98594.8976 eV
Kohn-Sham gap ... 7.0 eV
SMILES string ... CCCCCCCCCCCCCCCc1cc(NCCC)c2c(c1B(N)O)C(=O)C=C(N=C(C)C)C2=O.ClCCCl.ClCCCl

CARTESIAN COORDINATES (ANGSTROEM)
C1 -4.36 0.21 -4.81
C2 -4.08 0.14 -3.18
C3 -2.52 0.58 -2.92
C4 -2.36 2.14 -2.38
C5 -1.88 3.05 -3.68
C6 -1.53 4.61 -3.25
C7 -0.01 4.82 -2.66
C8 -0.17 4.99 -1.01
C9 1.25 4.70 -0.23
C10 1.48 5.86 0.92
C11 1.28 5.31 2.47
C12 -0.31 5.21 2.90
C13 -0.79 3.73 3.40
C14 -0.78 2.58 2.18
C15 0.48 1.59 2.50
C16 0.63 0.32 1.46
C17 1.62 0.58 0.14
C18 1.89 -0.65 -0.96
N1 2.80 -0.41 -2.16
C19 2.17 0.52 -3.17
C20 1.68 -0.20 -4.56
C21 2.36 0.46 -5.94
C22 1.13 -2.08 -0.66
C23 0.10 -2.34 0.63
C24 -0.17 -1.11 1.73
B1 -1.15 -1.29 3.07
N2 -2.54 -0.65 3.19
O1 -0.63 -2.15 4.18
C25 -0.62 -3.84 0.77
O2 -1.89 -4.04 1.15
C26 0.37 -5.11 0.33
C27 1.30 -4.87 -0.84
N3 2.25 -5.97 -1.24
C28 3.48 -5.65 -0.69
C29 3.73 -4.65 0.59
C30 4.87 -6.28 -1.39
C31 1.35 -3.41 -1.65
O3 1.52 -3.33 -2.97
H1 -4.43 1.34 -5.13
H2 -3.46 -0.27 -5.42
H3 -5.34 -0.40 -5.08
H4 -4.86 0.87 -2.69
H5 -4.31 -0.95 -2.77
H6 -2.06 -0.16 -2.14
H7 -1.97 0.54 -3.97
H8 -1.61 2.20 -1.47
H9 -3.43 2.47 -1.99
H10 -2.75 3.11 -4.47
H11 -0.93 2.53 -4.19
H12 -2.28 4.99 -2.41
H13 -1.65 5.32 -4.19
H14 0.43 5.84 -3.05
H15 0.71 3.93 -2.96
H16 -0.58 6.09 -0.85
H17 -1.04 4.27 -0.67
H18 1.26 3.64 0.26
H19 2.10 4.69 -1.07
H20 2.56 6.33 0.73
H21 0.71 6.75 0.79
H22 1.82 6.09 3.19
H23 1.85 4.30 2.59
H24 -1.05 5.59 2.05
H25 -0.45 5.96 3.81
H26 -1.90 3.80 3.82
H27 -0.05 3.35 4.24
H28 -1.79 1.97 2.29
H29 -0.67 3.06 1.12
H30 0.36 1.25 3.64
H31 1.54 2.14 2.48
H32 2.19 1.62 -0.03
H33 3.12 -1.31 -2.59
H34 1.27 1.16 -2.74
H35 3.00 1.33 -3.46
H36 0.50 -0.05 -4.69
H37 1.91 -1.35 -4.62
H38 3.43 0.87 -5.73
H39 1.66 1.30 -6.42
H40 2.43 -0.38 -6.78
H41 -2.42 0.15 3.86
H42 -2.74 -0.27 2.22
H43 -1.43 -2.66 4.57
H44 0.33 -6.14 0.91
H45 2.96 -4.84 1.49
H46 4.80 -4.78 1.09
H47 3.65 -3.51 0.26
H48 5.19 -5.50 -2.20
H49 5.67 -6.29 -0.53
H50 4.63 -7.35 -1.80
Cl1 0.07 -8.37 1.04
C32 -1.66 -8.81 0.99
C33 -2.41 -8.33 2.22
Cl2 -1.93 -9.21 3.69
H51 -1.72 -9.90 0.87
H52 -2.07 -8.34 0.09
H53 -3.48 -8.50 2.09
H54 -2.26 -7.26 2.39
Cl3 0.81 0.43 5.75
C34 0.34 1.69 6.91
C35 -1.12 1.57 7.34
Cl4 -2.24 1.95 6.01
H55 0.54 2.66 6.45
H56 0.99 1.58 7.78
H57 -1.33 2.27 8.14
H58 -1.35 0.56 7.70

Mulliken atomic charge list, values in e, 99 entries: C -0.85; C -0.44; C 0.24; C 0.04; C -0.17; C -0.81; C -0.37; C -0.60; C 0.74; C -0.97; C -0.40; C -0.65; C -0.17; C 1.23; C 0.71; C -0.10; C -0.35; C -0.36; N -0.32; C -0.04; C 0.14; C -0.99; C 0.67; C -0.14; C 0.35; B 0.72; N -0.63; O -0.51; C 0.11; O -0.61; C -0.20; C 0.38; N -0.53; C 0.56; C -0.77; C -0.90; C 0.04; O -0.57; H 0.17; H 0.22; H 0.33; H 0.24; H 0.29; H 0.09; H -0.18; H -0.31; H 0.27; H 0.14; H 0.03; H 0.31; H 0.35; H 0.35; H 0.16; H 0.21; H 0.15; H -0.80; H 0.53; H 0.29; H 0.31; H 0.36; H 0.15; H 0.28; H 0.36; H 0.25; H -0.26; H 0.29; H -1.18; H -0.99; H 0.24; H 0.15; H 0.36; H -0.16; H 0.26; H -0.13; H 0.17; H 0.32; H 0.22; H 0.29; H 0.16; H 0.29; H 0.30; H 0.01; H 0.23; H 0.37; H 0.12; H 0.23; H 0.28; H 0.30; Cl -0.18; C -0.43; C -0.31; Cl -0.19; H 0.39; H 0.28; H 0.32; H 0.19; Cl -0.13; C -0.50; C -0.50